[1]
A molecular structure, C32H59BaN4OP2S. Source: the Open Molecules 2025 dataset; level of theory: wB97M-V/def2-TZVPD.

```
! RIJCOSX wB97M-V def2-TZVPD def2/J DEFGRID3
* xyz 1 1
C -1.75 1.86 1.85
C -2.13 1.16 -0.37
C -2.98 2.49 1.94
C -3.45 1.69 -0.27
C -3.88 2.34 0.88
H -3.22 3.07 2.83
H -4.11 1.53 -1.11
H -4.90 2.72 0.95
N -1.35 1.15 0.78
P 0.40 0.61 3.11
P -0.68 -0.01 -2.85
C -0.75 2.05 3.00
H -0.18 2.97 2.82
H -1.28 2.22 3.95
C 3.02 -2.57 -0.91
O 4.01 -3.02 -1.28
C -1.79 0.62 -1.66
H -2.75 0.34 -2.15
C -1.17 1.25 -4.26
C -1.18 -1.88 -3.29
C 2.17 1.35 3.34
C -0.39 -0.29 4.58
C 0.19 1.61 -4.87
H 0.66 0.73 -5.36
H 0.08 2.40 -5.63
H 0.88 1.96 -4.09
C -2.12 0.70 -5.32
H -1.75 -0.20 -5.83
H -3.12 0.50 -4.90
H -2.25 1.48 -6.09
C -1.83 2.49 -3.66
H -1.88 3.29 -4.42
H -2.86 2.30 -3.33
H -1.27 2.86 -2.80
C -0.30 -2.27 -4.49
H 0.77 -2.21 -4.25
H -0.52 -3.31 -4.79
H -0.48 -1.64 -5.38
C -0.84 -2.77 -2.08
H 0.24 -2.76 -1.85
H -1.44 -2.53 -1.18
H -1.08 -3.82 -2.32
C -2.67 -2.05 -3.61
H -3.01 -1.43 -4.45
H -2.83 -3.10 -3.91
H -3.31 -1.86 -2.74
C 0.36 -1.62 4.80
H -0.06 -2.09 5.71
H 0.20 -2.31 3.96
H 1.44 -1.48 4.95
C -1.85 -0.61 4.21
H -2.45 0.30 4.04
H -1.92 -1.25 3.32
H -2.30 -1.15 5.05
C -0.36 0.57 5.85
H -1.01 0.09 6.59
H 0.64 0.64 6.28
H -0.74 1.59 5.69
C 2.22 2.82 2.90
H 1.64 3.47 3.57
H 3.26 3.16 2.93
H 1.86 2.95 1.87
C 3.11 0.51 2.44
H 2.89 0.65 1.36
H 4.14 0.86 2.60
H 3.08 -0.56 2.68
C 2.62 1.26 4.80
H 2.01 1.90 5.45
H 2.63 0.24 5.19
H 3.65 1.65 4.85
Ba 0.42 -1.04 0.30
N 0.88 1.15 -1.01
C 0.55 2.13 -1.62
C 1.26 3.54 -1.90
C 0.45 4.53 -2.72
C 1.58 4.16 -0.54
C 2.59 3.25 -2.60
H 0.24 4.15 -3.73
H -0.48 4.81 -2.22
H 1.05 5.45 -2.85
H 2.30 3.54 -0.01
H 2.03 5.16 -0.68
H 0.68 4.28 0.07
H 3.14 4.19 -2.74
H 3.19 2.57 -1.99
H 2.45 2.80 -3.59
C 0.30 -6.54 -0.38
N -0.40 -5.82 0.70
C 0.05 -4.66 1.23
S -1.03 -3.40 1.64
N 1.40 -4.53 1.42
C 2.27 -5.68 1.69
H 1.07 -5.93 -0.87
H -0.44 -6.84 -1.13
H 0.76 -7.45 0.03
H -1.43 -5.83 0.62
H 1.62 -3.69 1.96
H 2.85 -5.93 0.79
H 2.97 -5.40 2.48
H 1.70 -6.55 2.02
*
```

LUMO energy	-2.7	eV
energy above the lowest of the compared OMol25 structures with the same formula, charge and spin	76.4	kcal per mole



[2]
10 unconnected molecules or ions with the total composition H20O10. Source: the Open Molecules 2025 dataset; level of theory: wB97M-V/def2-TZVPD.

```
! RIJCOSX wB97M-V def2-TZVPD def2/J DEFGRID3
* xyz 0 1
O 1.80 1.25 -3.21
H 1.00 1.71 -3.43
H 1.65 0.92 -2.33
O 2.34 0.27 -0.79
H 2.79 -0.47 -1.20
H 3.03 0.91 -0.62
O 0.22 1.58 2.94
H 0.27 1.06 2.14
H -0.12 0.97 3.60
O 3.04 -1.06 1.59
H 2.59 -0.59 0.89
H 3.91 -1.24 1.24
O -0.16 0.26 0.62
H -0.88 -0.19 1.06
H -0.12 -0.13 -0.25
O -2.54 -1.37 1.00
H -3.12 -1.71 0.31
H -3.01 -1.54 1.81
O -2.82 1.74 0.02
H -3.66 1.48 0.40
H -2.37 0.91 -0.14
O -1.17 -0.73 -2.34
H -2.12 -0.61 -2.30
H -1.04 -1.67 -2.25
O -0.87 -3.55 0.46
H -1.37 -2.77 0.71
H -0.39 -3.79 1.25
O 1.09 3.09 -0.16
H 0.99 2.17 0.09
H 1.02 3.08 -1.12
*
```

LUMO energy	-0.6	eV
energy above the lowest of the compared OMol25 structures with the same formula, charge and spin	70.9	kcal per mole



[3]
CH2N2O4 in the gas phase. Source: the Open Molecules 2025 dataset; level of theory: wB97M-V/def2-TZVPD.

```
! RIJCOSX wB97M-V def2-TZVPD def2/J DEFGRID3
* xyz 0 1
C -0.10 -0.29 0.04
N -0.89 -1.29 0.02
O -0.90 -2.38 0.50
O -2.18 -0.82 -0.59
N -2.62 0.36 0.10
O -3.72 0.64 -0.15
O -1.80 0.87 0.79
H -0.18 0.55 -0.62
H 0.82 -0.39 0.61
*
```

LUMO energy	0.0	eV
energy above the lowest of the compared OMol25 structures with the same formula, charge and spin	129.4	kcal per mole



[4]
C6H10ClN in the gas phase. Source: the Open Molecules 2025 dataset; level of theory: wB97M-V/def2-TZVPD.

```
! RIJCOSX wB97M-V def2-TZVPD def2/J DEFGRID3
* xyz 0 1
C 1.45 -0.09 2.01
C 0.89 0.03 0.80
Cl 1.58 -0.73 -0.55
C -0.39 0.80 0.50
C -0.40 1.74 -0.73
C -1.42 0.66 -1.37
C -1.64 0.00 0.00
N -1.69 -1.43 0.01
H 2.47 -0.42 2.14
H 0.94 0.34 2.87
H -0.65 1.36 1.39
H 0.56 1.91 -1.28
H -0.85 2.71 -0.42
H -0.84 -0.04 -2.01
H -2.30 0.92 -1.92
H -2.54 0.37 0.56
H -0.88 -1.93 -0.30
H -1.88 -1.69 0.97
*
```

LUMO energy	0.9	eV
energy above the lowest of the compared OMol25 structures with the same formula, charge and spin	27.7	kcal per mole



[5]
A molecular structure, C18H32FGaN3O3SSi. Source: the Open Molecules 2025 dataset; level of theory: wB97M-V/def2-TZVPD.

```
! RIJCOSX wB97M-V def2-TZVPD def2/J DEFGRID3
* xyz 1 1
Ga 0.35 -0.82 -0.51
C 0.68 0.23 3.98
Si 1.39 0.00 2.28
C 1.03 1.59 1.34
C 3.18 -0.42 2.35
N 0.53 -1.20 1.32
C 0.02 -2.44 1.73
C -0.15 -2.86 3.06
C -0.68 -4.11 3.36
C -1.08 -4.99 2.36
C -0.91 -4.63 1.04
C -0.37 -3.40 0.79
F -0.14 -3.03 -0.55
H 0.95 1.23 4.32
H 1.08 -0.48 4.72
H -0.42 0.15 4.00
H 1.49 2.46 1.82
H -0.05 1.75 1.31
H 1.42 1.57 0.31
H 3.73 0.24 3.03
H 3.62 -0.35 1.35
H 3.30 -1.44 2.71
H 0.16 -2.20 3.86
H -0.80 -4.39 4.40
H -1.50 -5.96 2.61
H -1.17 -5.29 0.22
C 2.07 -2.51 -3.83
C 1.66 -1.15 -3.29
C 1.63 -0.08 -4.37
O 0.34 -1.22 -2.66
C 2.61 -0.69 -2.18
O 3.79 -0.65 -2.36
O 2.02 -0.30 -1.05
H 1.55 -2.73 -4.76
H 1.86 -3.29 -3.10
H 3.14 -2.50 -4.03
H 0.92 -0.33 -5.15
H 2.63 0.01 -4.81
H 1.37 0.90 -3.94
H -0.26 -1.75 -3.18
C -2.93 2.61 2.40
C -3.35 1.96 1.09
N -2.44 2.35 -0.01
C -1.71 1.56 -0.78
S -1.88 -0.17 -0.73
N -0.85 2.11 -1.63
C -0.67 3.55 -1.87
C -1.79 4.17 -2.70
H -3.62 2.32 3.19
H -2.95 3.70 2.33
H -1.93 2.29 2.68
H -4.36 2.26 0.81
H -3.33 0.88 1.17
H -2.31 3.34 -0.13
H -0.41 1.47 -2.27
H 0.28 3.65 -2.38
H -0.55 4.05 -0.91
H -1.84 3.70 -3.68
H -1.61 5.23 -2.83
H -2.76 4.05 -2.22
*
```

LUMO energy	-2.4	eV
energy above the lowest of the compared OMol25 structures with the same formula, charge and spin	13.0	kcal per mole



[6]
A molecular structure, C53H51BrGeN6O4SiTi. Source: the Open Molecules 2025 dataset; level of theory: wB97M-V/def2-TZVPD.

```
! RIJCOSX wB97M-V def2-TZVPD def2/J DEFGRID3
* xyz 0 1
Ti -0.77 0.40 -0.11
O -0.72 3.01 2.78
C -1.22 2.08 2.21
N -1.61 2.02 0.86
C -2.05 3.12 0.20
O -2.26 4.24 0.63
C -2.40 2.77 -1.23
C -3.14 3.65 -2.01
C -3.50 3.25 -3.29
C -3.11 2.00 -3.74
C -2.35 1.20 -2.90
N -2.00 1.57 -1.67
C -1.55 0.79 2.93
C -1.55 0.75 4.31
C -1.94 -0.43 4.93
C -2.30 -1.51 4.15
C -2.25 -1.38 2.77
N -1.87 -0.26 2.17
H -3.41 4.60 -1.58
H -4.08 3.91 -3.92
H -3.36 1.65 -4.73
H -2.01 0.22 -3.23
H -1.26 1.63 4.86
H -1.96 -0.50 6.01
H -2.61 -2.45 4.59
H -2.52 -2.21 2.12
Br -4.24 -5.96 3.36
C -4.03 -5.92 1.48
C -5.11 -6.24 0.67
C -4.94 -6.19 -0.71
C -3.73 -5.77 -1.26
C -2.65 -5.48 -0.43
C -2.80 -5.56 0.94
N -3.68 -5.81 -2.69
N -2.92 -5.11 -3.37
C -2.28 -3.94 -2.87
C -1.01 -3.70 -3.39
C -0.19 -2.66 -2.93
C -0.66 -1.80 -1.95
O 0.03 -0.84 -1.38
C -2.03 -1.95 -1.52
N -2.46 -0.98 -0.67
C -3.72 -0.98 -0.28
C -4.64 -1.92 -0.75
C -4.21 -2.91 -1.60
C -2.86 -2.98 -1.99
H -6.05 -6.55 1.09
H -5.75 -6.46 -1.37
H -1.68 -5.22 -0.84
H -1.97 -5.35 1.60
H -0.65 -4.39 -4.13
H 0.81 -2.53 -3.32
H -4.01 -0.19 0.40
H -5.67 -1.86 -0.44
H -4.92 -3.63 -1.99
C -0.14 4.23 -5.62
C 0.69 3.70 -4.45
C 0.64 2.18 -4.34
C 1.46 1.62 -3.18
Ge 1.01 1.97 -1.27
C 0.94 3.87 -0.66
C 2.31 4.48 -0.40
C 3.17 4.68 -1.65
C 4.57 5.16 -1.31
H -0.04 5.30 -5.74
H -1.20 4.01 -5.47
H 0.16 3.76 -6.56
H 0.33 4.14 -3.52
H 1.73 4.02 -4.56
H 1.01 1.76 -5.29
H -0.40 1.88 -4.26
H 2.50 1.93 -3.29
H 1.47 0.52 -3.24
H 2.38 1.54 -0.66
H 0.37 3.87 0.28
H 0.37 4.50 -1.36
H 2.87 3.85 0.30
H 2.18 5.45 0.09
H 2.68 5.40 -2.32
H 3.23 3.74 -2.20
H 4.55 6.11 -0.78
H 5.18 5.30 -2.21
H 5.08 4.43 -0.67
O 0.62 0.19 1.05
Si 1.91 -0.31 1.93
C 3.51 -0.28 0.96
C 3.56 -0.92 -0.29
C 4.74 -0.97 -1.01
C 5.90 -0.40 -0.49
C 5.87 0.23 0.74
C 4.68 0.28 1.46
C 1.66 -2.11 2.41
C 0.58 -2.87 1.98
C 0.42 -4.19 2.38
C 1.36 -4.78 3.21
C 2.47 -4.05 3.63
C 2.61 -2.73 3.22
C 2.05 0.77 3.45
C 1.99 0.29 4.75
C 2.10 1.16 5.84
C 2.25 2.52 5.62
C 2.30 3.02 4.33
C 2.21 2.15 3.26
H 2.66 -1.35 -0.71
H 4.76 -1.46 -1.98
H 6.82 -0.45 -1.06
H 6.77 0.68 1.14
H 4.66 0.79 2.42
H -0.15 -2.43 1.30
H -0.43 -4.77 2.03
H 1.23 -5.81 3.53
H 3.21 -4.51 4.26
H 3.49 -2.18 3.54
H 1.85 -0.77 4.94
H 2.06 0.77 6.85
H 2.32 3.19 6.47
H 2.39 4.08 4.16
H 2.25 2.55 2.25
*
```

LUMO energy	-1.0	eV
energy above the lowest of the compared OMol25 structures with the same formula, charge and spin	17.8	kcal per mole



[7]
10 unconnected molecules or ions with the total composition C26H58N6O18. Source: the Open Molecules 2025 dataset; level of theory: wB97M-V/def2-TZVPD.

```
! RIJCOSX wB97M-V def2-TZVPD def2/J DEFGRID3
* xyz 0 1
C 2.26 6.20 -0.48
O 1.24 5.22 -0.64
C 0.84 5.04 -1.87
O 1.31 5.59 -2.83
O -0.13 4.13 -1.87
C -0.68 3.67 -3.10
H 2.51 6.26 0.57
H 1.95 7.18 -0.85
H 3.15 5.93 -1.06
H -1.24 4.43 -3.64
H -1.31 2.79 -2.95
H 0.14 3.28 -3.71
C 2.34 -4.65 0.22
O 3.22 -5.19 -0.80
C 4.41 -5.54 -0.40
O 4.77 -5.56 0.66
O 5.15 -5.93 -1.40
C 4.68 -5.76 -2.71
H 2.71 -4.78 1.24
H 1.37 -5.14 0.12
H 2.13 -3.59 0.11
H 4.68 -4.73 -3.04
H 3.73 -6.23 -2.93
H 5.42 -6.28 -3.32
C 0.99 -3.89 2.71
O -0.32 -4.47 2.60
C -0.93 -4.68 3.73
O -0.49 -4.46 4.76
O -2.14 -5.12 3.50
C -3.07 -5.04 4.55
H 1.24 -3.61 1.69
H 1.64 -4.75 2.86
H 0.98 -3.14 3.48
H -2.64 -4.80 5.52
H -3.56 -6.02 4.66
H -3.87 -4.35 4.31
C -4.36 -1.52 1.47
O -4.01 -0.72 0.35
C -4.67 -0.88 -0.77
O -5.60 -1.60 -0.93
O -3.97 -0.23 -1.71
C -4.54 -0.16 -3.02
H -3.45 -1.65 2.06
H -4.73 -2.48 1.14
H -5.04 -0.99 2.14
H -3.75 0.07 -3.73
H -5.34 0.58 -3.07
H -4.94 -1.13 -3.33
C 2.49 1.17 5.15
N 2.70 2.44 4.51
C 2.20 2.69 3.30
C 2.46 4.05 2.75
O 1.55 1.85 2.68
H 2.44 0.30 4.50
H 1.48 1.15 5.59
H 3.22 1.04 5.94
H 3.30 3.11 4.95
H 3.01 4.02 1.81
H 2.94 4.69 3.49
H 1.49 4.50 2.52
C -6.31 1.88 1.94
N -4.95 2.09 1.57
C -4.65 2.88 0.48
C -3.21 3.04 0.10
O -5.52 3.39 -0.20
H -6.51 2.11 2.99
H -6.74 0.88 1.75
H -6.98 2.53 1.37
H -4.22 1.75 2.16
H -3.06 3.51 -0.86
H -2.63 2.13 0.19
H -2.76 3.74 0.83
C 0.42 -0.55 0.79
C 0.47 0.59 -0.16
N -0.17 1.76 0.16
O 1.06 0.55 -1.23
H -0.22 -1.39 0.46
H 0.09 -0.30 1.79
H 1.35 -1.14 0.77
H -0.36 1.90 1.14
H 0.06 2.56 -0.41
C 3.93 2.12 -0.22
C 4.37 3.54 -0.59
N 4.21 3.91 -1.92
O 4.82 4.29 0.29
H 4.84 1.50 -0.15
H 3.26 1.60 -0.90
H 3.52 2.10 0.79
H 3.75 3.27 -2.58
H 4.44 4.83 -2.25
C -2.02 -3.24 -0.93
C -1.62 -4.64 -0.55
N -2.08 -5.66 -1.34
O -0.98 -4.88 0.46
H -1.50 -2.52 -0.32
H -3.07 -3.18 -0.62
H -1.95 -2.97 -1.98
H -2.79 -5.49 -2.02
H -2.03 -6.59 -0.97
C 2.08 2.17 -6.30
C 2.36 1.97 -4.83
N 1.67 0.98 -4.17
O 3.17 2.68 -4.21
H 2.44 3.17 -6.56
H 1.02 2.15 -6.52
H 2.65 1.52 -6.96
H 1.80 0.96 -3.16
H 1.18 0.21 -4.57
*
```

LUMO energy	0.2	eV



[8]
C6H7NO3 in the gas phase. Source: the Open Molecules 2025 dataset; level of theory: wB97M-V/def2-TZVPD.

```
! RIJCOSX wB97M-V def2-TZVPD def2/J DEFGRID3
* xyz 0 1
C 0.31 -0.38 3.09
C -0.14 0.05 1.70
O -1.48 0.13 1.61
N 0.65 0.41 0.77
C 0.16 0.93 -0.40
O -0.71 1.79 -0.55
C 1.01 0.52 -1.60
C 0.69 -0.31 -2.56
C -0.70 -0.74 -2.64
O -1.53 -0.83 -1.74
H -0.50 -0.14 3.84
H 1.27 0.11 3.49
H 0.38 -1.46 3.05
H -1.69 0.51 0.71
H 1.92 0.98 -1.75
H 1.38 -0.46 -3.37
H -1.04 -1.12 -3.67
*
```

LUMO energy	-0.1	eV
energy above the lowest of the compared OMol25 structures with the same formula, charge and spin	32.5	kcal per mole